No. 1
39
Properties=species:S:1:pos:R:3:forces:R:3 method="wB97M-V/def2-TZVPD" homo_ev="-13.734 / -13.717" gap_ha="0.365 / 0.215" mol_weight_g_mol=259.39 spin_multiplicity=2 total_charge=+1
N -0.514 0.737 -0.338 -0.862 -0.465 0.004
C -1.972 0.766 -0.396 -1.748 0.963 1.500
C -2.455 2.159 0.058 1.077 1.230 -0.818
C -2.610 -0.196 0.634 0.279 -1.882 -0.705
S -3.396 -1.730 -0.213 0.135 0.789 0.633
S -2.709 -3.281 0.772 -0.297 -0.881 -0.013
C -0.948 -3.212 0.666 2.803 2.021 0.191
C -0.441 -2.837 -0.759 -0.470 -2.857 -0.088
H -0.136 0.615 -1.269 0.381 -0.347 0.308
H -0.265 0.043 0.354 0.847 -0.063 -0.588
H -2.414 0.572 -1.392 0.571 0.037 0.329
H -3.174 2.546 -0.669 0.297 0.395 0.223
H -1.528 2.755 0.165 -0.621 0.166 -0.991
H -2.835 2.344 1.043 -0.761 -0.898 0.712
H -1.844 -0.599 1.281 0.327 -0.201 0.234
H -3.429 0.027 1.328 -0.007 0.817 -0.702
H -0.479 -2.440 1.331 -0.880 -0.371 -0.098
H -0.420 -4.093 1.033 -0.955 -0.565 -0.039
H -1.083 -3.416 -1.442 -0.249 1.019 -0.298
H 0.481 -3.396 -0.992 0.208 0.894 0.623
H -0.378 -1.777 -0.898 -0.016 0.255 -0.453
H 0.280 3.617 1.522 0.551 1.070 -0.024
H 0.090 2.625 2.474 -0.079 0.105 1.000
O 0.461 3.523 2.471 -0.682 -1.130 -0.946
H 3.436 -1.330 2.441 0.266 -0.020 -0.024
H 3.953 -1.106 1.008 0.219 0.035 -0.029
O 3.265 -1.541 1.517 -0.636 0.103 0.052
H 1.549 1.864 -0.276 -0.130 0.148 0.214
H 2.913 2.190 0.258 0.018 -0.063 0.178
O 2.425 2.127 -0.565 0.066 -0.020 -1.301
H 1.758 1.818 2.465 -1.066 0.282 2.031
H 2.062 0.362 1.616 -0.368 -0.255 1.132
O 2.122 1.301 1.794 1.723 -0.457 -2.362
H 2.589 0.430 -1.822 0.558 0.451 -0.157
H 2.841 -0.250 -3.232 0.181 0.312 0.079
O 2.539 -0.391 -2.330 -0.472 -0.348 0.463
H 0.800 -0.101 -2.889 0.123 -0.477 -0.570
H -0.675 -0.469 -3.146 -0.220 -0.131 -0.163
O 0.143 -0.256 -3.598 -0.111 0.336 0.463

---

No. 2
12
Properties=species:S:1:pos:R:3:forces:R:3 method="wB97M-V/def2-TZVPD" homo_ev=-7.770 gap_ha=0.300 mol_weight_g_mol=90.08
C -0.192 -1.074 0.037 2.458 0.649 -1.531
O -2.216 -0.037 -0.234 0.493 -0.055 0.148
N -1.058 -0.201 0.615 -0.127 2.209 0.101
H -2.939 0.026 0.400 0.117 -0.028 -0.023
H 0.567 -1.487 0.695 -0.132 -0.197 0.067
H -0.525 -1.694 -0.794 -0.045 -0.028 0.147
C 0.192 1.074 -0.037 -2.458 -0.649 1.532
O 2.216 0.037 0.234 -0.493 0.054 -0.148
N 1.058 0.201 -0.615 0.127 -2.209 -0.101
H 2.939 -0.027 -0.400 -0.117 0.028 0.023
H 0.525 1.694 0.794 0.046 0.028 -0.147
H -0.567 1.487 -0.695 0.132 0.197 -0.067

---

No. 3
10
Properties=species:S:1:pos:R:3:forces:R:3 method="wB97M-V/def2-TZVPD" homo_ev=-17.197 gap_ha=0.386 mol_weight_g_mol=56.09 total_charge=+1
C -0.166 0.000 -0.162 -5.083 4.033 -2.945
C -1.630 1.690 -0.943 2.798 -2.933 -2.252
C 1.531 -1.357 0.933 0.491 -2.542 2.963
N 0.682 -0.475 0.378 1.257 -0.932 0.057
H -0.637 2.153 -0.892 -0.897 0.721 0.119
H -1.880 1.290 -2.017 0.138 0.766 2.394
H -2.280 1.612 -0.105 -0.582 0.215 0.428
H 2.366 -0.860 1.317 1.315 0.829 0.740
H 0.967 -1.807 1.805 0.876 0.141 -0.921
H 1.911 -2.117 0.276 -0.312 -0.298 -0.582

---

No. 4
68
Properties=species:S:1:pos:R:3:forces:R:3 method="wB97M-V/def2-TZVPD" homo_ev="-6.989 / -9.029" gap_ha="0.271 / 0.306" mol_weight_g_mol=557.53 spin_multiplicity=2
Ca 0.086 0.065 -0.129 -0.038 -0.169 0.085
C 0.898 -4.021 1.789 -0.013 0.024 0.097
C 1.088 -3.207 0.670 0.107 0.119 -0.157
N 0.107 -2.328 0.540 -0.403 -0.033 0.131
N -0.762 -2.572 1.558 0.160 0.307 -0.202
C -0.277 -3.558 2.337 -0.161 -0.061 0.097
B -1.975 -1.629 1.847 0.112 0.116 -0.020
N -1.405 -0.403 2.666 0.166 -0.196 -0.260
C -1.766 0.085 3.865 -0.147 0.043 0.097
C -0.847 1.036 4.257 0.004 -0.036 -0.012
C 0.080 1.060 3.216 0.143 0.109 -0.155
N -0.243 0.199 2.261 -0.516 -0.198 0.133
N -2.700 -1.212 0.511 0.426 0.042 -0.020
C -3.996 -1.432 0.225 -0.110 -0.059 0.161
C -4.256 -0.976 -1.049 -0.055 -0.008 0.058
C -3.031 -0.476 -1.488 0.178 0.099 -0.177
N -2.094 -0.621 -0.562 -0.589 -0.164 0.480
N -3.014 -2.407 2.645 -0.050 -0.118 0.252
C -3.373 -3.701 2.443 -0.141 0.086 -0.189
C -4.576 -3.916 3.068 0.178 -0.082 0.039
C -4.879 -2.675 3.655 -0.094 0.059 -0.044
N -3.957 -1.770 3.384 0.062 -0.033 -0.059
H 1.518 -4.821 2.151 0.017 -0.002 -0.002
H 1.888 -3.208 -0.055 0.020 -0.054 0.032
H -0.804 -3.861 3.225 0.008 -0.056 0.010
H -2.659 -0.273 4.342 -0.020 -0.001 0.035
H -0.847 1.614 5.164 -0.003 -0.002 0.013
H 0.967 1.665 3.098 -0.011 0.017 0.049
H -4.644 -1.889 0.953 -0.069 0.010 -0.071
H -5.193 -1.005 -1.575 -0.008 0.004 -0.010
H -2.775 -0.010 -2.427 -0.023 -0.004 -0.009
H -2.778 -4.354 1.828 0.018 -0.039 0.003
H -5.136 -4.833 3.098 -0.016 0.001 0.048
H -5.735 -2.401 4.252 -0.008 -0.002 0.014
C 4.111 1.485 -0.812 0.152 0.028 -0.030
C 3.094 0.447 -1.237 -0.141 -0.115 0.306
C 3.732 -0.763 -1.893 0.126 -0.011 -0.092
O 2.374 -0.013 -0.036 0.329 0.154 -0.344
C 2.064 1.066 -2.228 -0.189 0.044 -0.041
O 2.536 1.702 -3.156 0.046 0.007 -0.034
O 0.824 0.833 -1.997 0.543 0.154 -0.217
H 4.885 1.034 -0.186 0.005 -0.007 -0.007
H 3.638 2.290 -0.249 -0.067 -0.023 -0.015
H 4.570 1.917 -1.699 0.024 -0.018 0.013
H 4.470 -1.219 -1.226 0.010 0.002 -0.007
H 4.236 -0.455 -2.808 0.012 0.002 0.021
H 2.982 -1.511 -2.154 -0.048 0.030 0.020
H 2.955 -0.567 0.496 0.040 0.064 -0.042
C -0.965 4.138 1.116 -0.023 0.129 0.016
Si -1.864 2.769 0.220 0.194 -0.235 -0.087
C -3.419 2.244 1.098 -0.061 0.090 0.137
C -2.173 3.155 -1.568 -0.120 0.061 -0.207
C -3.471 3.130 -2.094 0.009 -0.028 0.003
C -3.707 3.394 -3.436 0.018 -0.012 0.020
C -2.644 3.676 -4.282 0.022 0.017 -0.054
C -1.348 3.696 -3.786 -0.054 -0.021 0.023
C -1.119 3.437 -2.444 0.087 -0.006 0.007
H -1.544 5.059 0.989 0.039 0.027 0.103
H 0.036 4.323 0.727 0.008 -0.029 -0.047
H -0.886 3.908 2.179 -0.007 0.035 0.026
H -4.034 3.129 1.293 -0.069 -0.069 0.009
H -3.190 1.776 2.057 0.004 0.023 0.011
H -3.997 1.534 0.506 -0.002 -0.022 -0.017
H -4.314 2.900 -1.452 0.001 0.003 0.029
H -4.718 3.375 -3.822 -0.007 -0.002 0.009
H -2.824 3.872 -5.332 -0.009 0.001 0.003
H -0.512 3.890 -4.445 0.013 0.001 0.003
H -0.094 3.417 -2.093 -0.012 0.001 0.034